# C33H40BrCl2N4O6W

C33H40BrCl2N4O6W as an isolated structure (ωB97M-V with the def2-TZVPD basis set, OMol25).

As for the HOMO-LUMO gap (alpha / beta): 5.5 / 7.9 eV. Its expectation value of S² is 2.035. The largest force on an atom is 0.0115 hartree/bohr. As for the spin multiplicity: 3. The total energy is -5513.55852 Eh. The relative energy (zero: lowest compared OMol25 entry of this formula, charge and spin) comes out at 0.598 eV. The total charge is -1.

Geometry as XYZ:
```
87
C33H40BrCl2N4O6W ωB97M-V with the def2-TZVPD basis set
W 0.42 -0.22 -0.35
O 0.28 -0.68 1.59
C -0.71 -1.09 2.37
C -0.68 -2.40 2.90
C -1.67 -2.82 3.77
C -2.70 -1.97 4.18
C -2.72 -0.68 3.70
C -1.77 -0.24 2.77
C -1.65 1.17 2.40
N -1.06 1.51 1.34
C -0.37 2.77 1.28
C 1.11 2.34 1.10
N 1.18 1.67 -0.19
C 1.28 2.61 -1.20
C 0.57 2.62 -2.41
C 0.81 3.55 -3.44
C 0.05 3.55 -4.59
C -0.97 2.62 -4.76
C -1.23 1.68 -3.77
C -0.47 1.67 -2.61
O -0.72 0.76 -1.66
H 0.13 -3.04 2.58
H -1.64 -3.84 4.15
H -3.46 -2.32 4.87
H -3.49 0.01 4.02
H -1.93 1.90 3.18
H -0.52 3.37 2.19
H -0.67 3.34 0.40
H 1.39 1.67 1.91
H 1.77 3.21 1.11
H 1.94 3.44 -0.99
H 1.61 4.27 -3.31
H 0.26 4.28 -5.37
H -1.56 2.63 -5.67
H -2.01 0.94 -3.87
Cl 2.27 -5.21 -0.86
C 0.76 -5.26 0.08
Cl -0.09 -6.80 -0.21
C -0.10 -4.00 -0.24
O -1.19 -4.13 -0.81
O 0.46 -2.95 0.16
H 1.04 -5.25 1.12
C -4.04 -2.45 0.61
C -3.99 -1.52 -0.60
C -5.18 -0.57 -0.59
C -3.98 -2.34 -1.89
N -2.81 -0.63 -0.62
N -1.57 -1.28 -0.34
H -5.01 -2.96 0.63
H -3.93 -1.90 1.55
H -3.27 -3.22 0.55
H -6.11 -1.14 -0.68
H -5.12 0.14 -1.41
H -5.23 -0.01 0.35
H -4.88 -2.97 -1.93
H -3.12 -3.01 -1.92
H -3.97 -1.69 -2.76
H -2.90 0.13 0.05
H -1.39 -1.95 -1.09
H -1.65 -1.86 0.49
C 4.41 -1.17 -1.45
C 3.72 -0.16 -0.54
C 4.72 0.33 0.52
C 2.48 -0.74 0.13
H 5.25 -0.73 -1.98
H 3.72 -1.58 -2.19
H 4.79 -2.01 -0.86
H 3.45 0.71 -1.14
H 5.03 -0.50 1.16
H 4.26 1.09 1.16
H 5.61 0.76 0.06
H 2.47 -0.49 1.19
H 2.47 -1.84 0.08
Br 1.80 -3.07 -8.57
C 1.61 -2.42 -6.80
C 1.07 -3.25 -5.83
C 0.93 -2.78 -4.54
C 1.34 -1.49 -4.23
C 1.88 -0.66 -5.21
C 2.01 -1.13 -6.51
C 1.19 -0.95 -2.85
O 1.72 0.11 -2.50
O 0.50 -1.62 -2.01
H 0.76 -4.26 -6.09
H 0.50 -3.40 -3.76
H 2.17 0.35 -4.95
H 2.42 -0.49 -7.29
```

Results of the Löwdin charge analysis, in e, for atoms 1 through 5: 1.90, -0.27, -0.33, 0.00, -0.07

# C38H38F4GeN5O4Pd

C38H38F4GeN5O4Pd as an isolated structure (ωB97M-V with the def2-TZVPD basis set, OMol25).

As for the HOMO-LUMO gap (alpha / beta): 5.0 / 6.0 eV. Its expectation value of S² is 6.058. The largest force on an atom is 0.0039 hartree/bohr. As for the spin multiplicity: 5. The total energy is -4649.82645 Eh. The relative energy (zero: lowest compared OMol25 entry of this formula, charge and spin) comes out at 0.536 eV. The total charge is -1.

Geometry as XYZ:
```
91
C38H38F4GeN5O4Pd ωB97M-V with the def2-TZVPD basis set
Pd -0.72 0.89 -0.32
C -2.51 2.77 -2.20
N -1.80 2.93 -0.93
C -2.77 3.17 0.15
C -0.83 4.01 -1.02
C 0.16 3.96 0.13
N 0.91 2.73 0.04
C 2.01 2.58 0.80
C 2.91 1.54 0.44
F 2.73 0.89 -0.70
C 4.02 1.26 1.20
F 4.85 0.28 0.81
C 4.32 1.99 2.33
C 3.49 3.05 2.67
F 3.78 3.79 3.75
C 2.38 3.36 1.93
F 1.65 4.41 2.31
H -3.12 3.66 -2.43
H -3.15 1.89 -2.13
H -1.80 2.63 -3.01
H -3.31 4.11 -0.02
H -2.26 3.20 1.11
H -3.47 2.33 0.17
H -1.33 4.99 -1.03
H -0.28 3.90 -1.96
H -0.35 3.97 1.09
H 0.82 4.83 0.09
H 5.19 1.76 2.93
C 1.74 0.76 4.75
C 0.33 1.17 5.15
C -0.75 0.56 4.24
C -2.15 0.92 4.77
C -3.28 0.41 3.88
C -0.60 -0.96 4.29
O -0.58 -1.56 5.36
N -0.50 -1.61 3.11
C -0.73 -1.00 1.87
O -0.31 -1.76 0.81
N -0.62 0.35 1.77
C -0.61 1.15 2.83
O -0.55 2.40 2.73
H 2.49 1.31 5.33
H 1.91 0.96 3.69
H 1.90 -0.31 4.92
H 0.22 2.25 5.08
H 0.12 0.86 6.18
H -2.19 2.01 4.84
H -2.24 0.51 5.78
H -3.21 0.81 2.87
H -4.25 0.70 4.29
H -3.27 -0.68 3.80
H -0.48 -2.61 3.14
C 0.31 -0.97 -0.24
Ge 0.31 -1.94 -1.91
C 1.42 -3.57 -1.83
C 1.19 -4.65 -2.69
C 1.98 -5.78 -2.64
C 3.03 -5.86 -1.73
C 3.26 -4.80 -0.86
C 2.46 -3.67 -0.92
C 1.15 -0.71 -3.18
C 2.44 -0.90 -3.67
C 3.04 0.06 -4.48
C 2.36 1.22 -4.81
C 1.07 1.42 -4.33
C 0.48 0.46 -3.53
C -1.43 -2.47 -2.60
C -2.38 -3.03 -1.74
C -3.62 -3.41 -2.21
C -3.94 -3.26 -3.55
C -3.01 -2.72 -4.42
C -1.76 -2.33 -3.95
H 1.35 -0.78 0.05
H 0.37 -4.60 -3.40
H 1.79 -6.61 -3.31
H 3.65 -6.75 -1.68
H 4.07 -4.86 -0.14
H 2.64 -2.85 -0.23
H 2.98 -1.80 -3.42
H 4.05 -0.10 -4.85
H 2.83 1.97 -5.43
H 0.53 2.33 -4.59
H -0.53 0.62 -3.16
H -2.16 -3.13 -0.68
H -4.36 -3.80 -1.51
H -4.92 -3.55 -3.92
H -3.25 -2.59 -5.47
H -1.04 -1.90 -4.63
O -4.15 -1.53 0.52
C -3.41 -0.74 0.01
N -2.71 0.06 -0.53
```

Results of the Löwdin charge analysis, in e, for atoms 1 through 5: 0.93, -0.11, -0.33, -0.09, -0.21

# C4H7N3

One molecule with the formula C4H7N3 in a non-equilibrium geometry (ωB97M-V with the def2-TZVPD basis set, OMol25).

As for the HOMO-LUMO gap: 8.5 eV. The largest force on an atom is 0.0967 hartree/bohr. The total energy is -320.70231 Eh. The relative energy (zero: lowest compared OMol25 entry of this formula, charge and spin) comes out at 4.925 eV. As for the SMILES: [H]/N=C(/C)[C@@H]1N/C1=N/[H].

Geometry as XYZ:
```
14
C4H7N3 ωB97M-V with the def2-TZVPD basis set
H -0.09 2.46 -0.59
N 0.44 1.84 -1.21
C 0.24 0.64 -0.90
C 1.11 -0.48 -1.39
C -0.79 0.27 0.17
N -0.98 1.17 1.20
C -0.43 -0.56 1.31
N -0.51 -1.53 2.06
H 0.32 -2.10 2.22
H 0.52 -1.37 -1.61
H 1.84 -0.75 -0.62
H 1.64 -0.15 -2.28
H -1.45 -0.64 -0.12
H -1.84 1.20 1.75
```

Results of the natural (NBO) charge analysis, in e, for atoms 1 through 5: 0.36, -0.59, 0.29, -0.67, -0.21

# C16H33BBrN2O6P2

An isolated ion of composition C16H33BBrN2O6P2 and charge -1 in a non-equilibrium geometry (ωB97M-V with the def2-TZVPD basis set, OMol25).

As for the HOMO-LUMO gap: 6.5 eV. The largest force on an atom is 0.0224 hartree/bohr. The total energy is -4471.97580 Eh. The total charge is -1.

Geometry as XYZ:
```
61
C16H33BBrN2O6P2 ωB97M-V with the def2-TZVPD basis set
C 2.69 2.34 2.38
C 3.13 1.01 1.74
P 2.96 1.09 -0.11
C 3.47 -0.64 -0.58
B 0.96 1.31 -0.34
C 0.73 2.94 -0.54
C 0.25 3.24 -1.95
C 1.34 3.04 -3.01
Br -0.39 5.15 -2.04
O 0.15 0.78 0.82
C -0.52 -0.39 0.42
C 0.45 -1.56 0.70
C -0.13 -2.99 0.82
C -0.16 -3.53 2.26
C 0.87 -4.57 2.63
O 1.23 -4.79 3.75
O 1.34 -5.30 1.59
C -1.76 -0.52 1.32
O -2.84 -1.23 0.69
O -3.24 -2.30 1.58
C -0.75 -0.16 -1.12
N -2.03 0.39 -1.52
C -2.85 1.18 -0.96
C -4.29 1.08 -1.38
C -2.55 2.31 0.01
P -0.68 -1.65 -2.25
N -0.96 -1.46 -3.78
O 0.42 0.52 -1.50
H 3.12 2.46 3.38
H 1.61 2.37 2.47
H 3.01 3.19 1.77
H 4.17 0.79 1.97
H 2.51 0.20 2.14
H 4.54 -0.66 -0.80
H 3.30 -1.35 0.24
H 2.91 -0.98 -1.44
H 0.06 3.35 0.22
H 1.68 3.47 -0.42
H -0.64 2.68 -2.21
H 1.15 2.11 -3.56
H 2.31 2.94 -2.52
H 1.40 3.87 -3.70
H 0.94 -1.28 1.64
H 1.21 -1.54 -0.07
H 0.50 -3.65 0.22
H -1.11 -3.06 0.37
H -1.14 -3.96 2.49
H 0.01 -2.73 2.98
H 2.16 -5.72 1.89
H -1.50 -1.00 2.26
H -2.12 0.48 1.57
H -3.38 -3.00 0.93
H -4.57 1.93 -2.01
H -4.45 0.16 -1.93
H -4.92 1.12 -0.49
H -1.80 2.97 -0.42
H -2.18 1.98 0.97
H -3.46 2.90 0.18
H -1.56 -2.60 -1.69
H 0.59 -2.22 -2.01
H -1.18 -0.51 -4.03
```

Results of the natural (NBO) charge analysis, in e, for atoms 1 through 5: -0.62, -0.68, 0.43, -0.93, 0.71

# C4H8N

An isolated ion of composition C4H8N and charge +1 in a non-equilibrium geometry (ωB97M-V with the def2-TZVPD basis set, OMol25).

As for the HOMO-LUMO gap: 12.3 eV. The largest force on an atom is 0.0527 hartree/bohr. The total energy is -211.57765 Eh. The relative energy (zero: lowest compared OMol25 entry of this formula, charge and spin) comes out at 2.543 eV. The total charge is +1. As for the SMILES: CC[NH+]1C=C1.

Geometry as XYZ:
```
13
C4H8N ωB97M-V with the def2-TZVPD basis set
C -0.12 -1.07 1.22
C 0.33 0.30 0.80
N 0.51 0.57 -0.67
C -0.61 1.13 -1.42
C -0.31 -0.05 -1.75
H -0.09 -1.71 0.30
H 0.54 -1.63 1.97
H -1.20 -1.13 1.49
H 1.37 0.53 1.13
H -0.40 0.98 1.22
H 1.44 0.99 -0.78
H -1.18 1.98 -1.09
H -0.27 -0.89 -2.43
```

Results of the natural (NBO) charge analysis, in e, for atoms 1 through 5: -0.65, -0.24, -0.38, 0.04, 0.04

# C19H24N5Se2Te2Ti

C19H24N5Se2Te2Ti as an isolated structure (ωB97M-V with the def2-TZVPD basis set, OMol25).

As for the HOMO-LUMO gap (alpha / beta): 6.5 / 6.4 eV. Its expectation value of S² is 0.758. The largest force on an atom is 0.0169 hartree/bohr. As for the spin multiplicity: 2. The total energy is -7200.66746 Eh. The relative energy (zero: lowest compared OMol25 entry of this formula, charge and spin) comes out at 0.000 eV.

Geometry as XYZ:
```
53
C19H24N5Se2Te2Ti ωB97M-V with the def2-TZVPD basis set
Ti -0.41 0.37 -0.38
C 2.56 1.33 -1.00
C 2.21 0.78 -2.39
N 0.82 0.28 -2.48
C 0.68 -1.07 -3.03
C 0.50 -2.12 -1.96
C 0.55 -3.46 -2.30
C 0.33 -4.41 -1.33
C 0.11 -3.99 -0.03
C 0.08 -2.63 0.23
C -0.18 -2.13 1.63
N 0.22 -0.73 1.77
C 1.63 -0.50 2.13
C 2.17 0.71 1.39
N 1.86 0.49 -0.03
N 0.24 -1.70 -0.71
H 2.23 2.36 -0.89
H 3.64 1.31 -0.86
H 2.89 -0.04 -2.62
H 2.38 1.56 -3.13
H 0.25 0.92 -3.01
H 1.53 -1.35 -3.65
H -0.20 -1.09 -3.66
H 0.75 -3.74 -3.33
H 0.33 -5.46 -1.57
H -0.04 -4.70 0.77
H 0.34 -2.78 2.34
H -1.25 -2.21 1.83
H -0.37 -0.30 2.45
H 2.21 -1.38 1.84
H 1.75 -0.36 3.20
H 3.23 0.83 1.57
H 1.66 1.62 1.72
H 2.13 -0.47 -0.23
Se -2.46 -0.62 -1.63
Te -2.71 0.93 -3.60
Te -2.57 3.25 -2.22
Se -0.30 2.86 -1.24
C -1.89 1.09 1.14
C -1.54 2.20 2.08
C -1.87 3.52 1.76
C -1.48 4.60 2.53
C -0.75 4.40 3.70
C -0.49 3.10 4.11
C -0.90 2.03 3.32
C -0.30 5.52 4.50
N 0.08 6.40 5.13
H -2.72 1.39 0.52
H -2.21 0.20 1.69
H -2.45 3.70 0.86
H -1.74 5.61 2.22
H 0.00 2.93 5.06
H -0.76 1.04 3.75
```

Results of the natural (NBO) charge analysis, in e, for atoms 1 through 5: 1.21, -0.22, -0.22, -0.70, -0.27

# C16H38Br6O16S5

C16H38Br6O16S5 as an isolated structure in a non-equilibrium geometry (ωB97M-V with the def2-TZVPD basis set, OMol25).

As for the HOMO-LUMO gap: 6.3 eV. The largest force on an atom is 0.3731 hartree/bohr. The total energy is -19268.94087 Eh.

Geometry as XYZ:
```
81
C16H38Br6O16S5 ωB97M-V with the def2-TZVPD basis set
O -9.23 -2.89 15.96
S -9.84 -2.17 14.88
O -9.79 -2.51 13.47
O -11.41 -1.75 15.35
C -12.06 -2.48 16.40
C -11.81 -1.67 17.59
C -9.06 -0.46 14.89
H -11.61 -3.48 16.40
H -13.10 -2.63 16.12
H -12.24 -2.12 18.49
H -12.15 -0.65 17.42
H -10.77 -1.55 17.91
H -9.18 -0.19 13.84
H -8.01 -0.66 15.09
H -9.41 0.24 15.65
O -12.49 -2.04 21.06
S -13.14 -1.02 21.90
O -12.96 -0.98 23.32
O -12.73 0.48 21.26
C -11.72 0.61 20.24
C -12.46 0.10 18.92
C -14.88 -0.96 21.46
H -10.89 -0.02 20.55
H -11.34 1.63 20.29
H -11.91 -0.18 18.03
H -13.19 0.89 18.75
H -12.92 -0.88 19.04
H -15.08 -0.54 20.47
H -15.42 -0.35 22.18
H -15.28 -1.97 21.58
O -11.56 -5.89 17.36
S -10.10 -5.68 17.22
O -9.31 -6.86 16.99
O -9.89 -4.57 16.04
C -10.23 -4.80 14.65
C -9.22 -5.89 13.94
C -9.53 -4.71 18.71
H -10.21 -3.86 14.10
H -11.24 -5.20 14.58
H -9.34 -6.92 14.29
H -8.17 -5.84 14.24
H -9.56 -6.17 12.94
H -10.18 -3.84 18.72
H -8.56 -4.40 18.32
H -9.45 -5.25 19.66
O -16.16 -2.41 21.48
S -15.41 -3.45 20.72
O -13.98 -3.51 20.76
O -15.81 -5.02 21.25
C -15.28 -5.59 22.42
C -14.42 -6.69 21.91
C -16.02 -3.51 18.95
H -16.19 -5.97 22.89
H -14.79 -4.85 23.06
H -13.52 -6.76 22.53
H -14.11 -6.77 20.86
H -14.85 -7.68 22.01
H -15.22 -2.97 18.44
H -17.01 -3.10 18.77
H -16.13 -4.56 18.69
C -12.73 -2.77 23.70
Br -11.75 -3.62 25.28
Br -14.48 -1.90 24.23
Br -12.87 -4.02 22.16
H -12.19 -1.87 23.43
C -11.81 -3.42 19.95
Br -13.13 -3.40 18.41
Br -10.36 -2.06 20.03
Br -11.06 -5.28 20.11
H -12.30 -3.36 20.92
C -8.84 -0.40 19.43
C -9.37 -0.03 18.10
O -8.66 -0.93 17.17
S -8.22 -2.32 17.89
O -6.84 -2.80 17.61
O -9.31 -3.27 17.92
O -7.96 -1.52 19.34
H -9.66 -0.58 20.13
H -8.15 0.36 19.78
H -9.17 0.98 17.73
H -10.44 -0.19 18.05
```

Results of the Löwdin charge analysis, in e, for atoms 1 through 5: -0.38, 0.81, -0.27, -0.20, -0.33

# C5H12N4

C5H12N4 as an isolated structure in a non-equilibrium geometry (ωB97M-V with the def2-TZVPD basis set, OMol25).

As for the HOMO-LUMO gap (alpha / beta): 6.6 / 6.6 eV. The largest force on an atom is 0.0368 hartree/bohr. The total energy is -416.52761 Eh. The relative energy (zero: lowest compared OMol25 entry of this formula, charge and spin) comes out at 5.928 eV.

Geometry as XYZ:
```
21
C5H12N4 ωB97M-V with the def2-TZVPD basis set
C 0.07 -2.22 0.97
C 0.92 -1.24 0.23
N 0.19 -0.53 -0.91
N 2.19 -1.25 0.28
H 0.84 -0.35 -1.67
H -0.55 -1.13 -1.27
H 2.66 -0.63 -0.38
H 0.05 -3.18 0.44
H 0.49 -2.38 1.95
H -0.95 -1.87 1.09
C -1.96 0.94 -0.33
C -0.47 0.99 -0.56
C 0.10 1.98 -1.30
N 0.16 0.70 1.21
N 0.89 1.47 1.77
H 1.67 0.99 2.29
H -2.23 0.16 0.38
H -2.51 0.78 -1.27
H -2.28 1.89 0.09
H -0.45 2.89 -1.51
H 1.16 2.00 -1.50
```

Results of the natural (NBO) charge analysis, in e, for atoms 1 through 5: -0.68, 0.47, -0.63, -0.70, 0.43

Question: Number 8 is which compound?
Answer: C5H12N4